# 1
C17H18N4Sc | ωB97M-V with the def2-TZVPD basis set

For the LUMO energy, the calculation gives -11.3 eV. As for the net charge: +3. As for the molar mass: 323.315 g mol⁻¹. The largest force on an atom comes out at 0.0204 Eh/bohr. The value obtained for the total energy is -44559.0028 eV.

```
40
Properties=species:S:1:pos:R:3:lowdin_charge:R:1
Sc -0.90971 0.31936 -0.38599 1.413
C -2.47875 2.95143 0.65196 0.017
C -1.27308 2.76778 1.51999 -0.278
C -0.90022 3.69304 2.49726 0.054
C 0.24183 3.45352 3.24151 0.049
C 0.98168 2.29143 3.02120 0.058
C 0.55646 1.38953 2.05478 -0.167
N -0.55626 1.65153 1.30435 -0.002
C 1.22605 0.10046 1.73590 -0.153
C 2.28976 -0.45303 2.44685 0.068
C 2.80422 -1.67726 2.03496 0.054
C 2.28057 -2.32045 0.91918 0.068
C 1.21762 -1.72630 0.24081 -0.154
N 0.71240 -0.54670 0.66572 0.018
C 0.54109 -2.28962 -0.95733 -0.167
C 0.95986 -3.41757 -1.65029 0.058
C 0.21586 -3.86208 -2.74333 0.049
C -0.92422 -3.17523 -3.12266 0.054
C -1.29052 -2.03159 -2.40930 -0.278
C -2.49424 -1.21453 -2.76162 0.016
N -0.56968 -1.60058 -1.36003 -0.001
H -3.36498 3.14182 1.26204 0.123
H -2.67525 2.02987 0.02297 0.063
H -2.36763 3.82418 0.00153 0.119
H -1.49480 4.57851 2.66536 0.149
H 0.55790 4.15782 3.99694 0.147
H 1.87460 2.11128 3.59890 0.134
H 2.70860 0.04749 3.30610 0.137
H 3.61548 -2.13224 2.58575 0.148
H 2.69160 -3.26443 0.59671 0.137
H 1.85156 -3.95141 -1.36135 0.134
H 0.52652 -4.74405 -3.28425 0.147
H -1.52296 -3.51342 -3.95519 0.149
H -3.38049 -1.84986 -2.83270 0.123
H -2.37933 -0.74715 -3.74429 0.119
H -2.69258 -0.41812 -1.98119 0.063
N 0.61484 1.46395 -1.78168 0.053
H 1.28774 0.81648 -2.21138 0.090
H 1.21285 2.11064 -1.25163 0.091
H 0.30558 2.03549 -2.57654 0.098
```

# 2
C33H26F5MoN5OSSi | ωB97M-V with the def2-TZVPD basis set

For the LUMO energy (spin up / spin down), the calculation gives -6.5 / -6.8 eV. As for the net charge: +2. The expectation value of S² is 2.025. As for the molar mass: 759.688 g mol⁻¹. The largest force on an atom comes out at 0.0336 Eh/bohr. As for the spin multiplicity: 3. The value obtained for the total energy is -78275.7407 eV.

```
73
Properties=species:S:1:pos:R:3:lowdin_charge:R:1
Mo 0.00785 -0.56228 -0.01628 1.092
C 4.10001 0.63020 1.30253 0.015
C 2.69671 0.15144 1.15457 -0.230
N 2.04798 0.13067 0.05236 -0.065
N 2.64179 0.52201 -1.11955 0.044
C 1.91738 0.60467 -2.26774 -0.782
N 2.58927 1.00422 -3.33772 0.154
S 0.26562 0.24717 -2.37695 0.735
C 1.91133 -0.34409 2.32897 -0.207
C 2.41737 -0.34158 3.60457 0.033
C 1.58767 -0.69967 4.66530 0.011
C 0.27229 -1.00955 4.40723 0.006
C -0.15868 -1.02542 3.08747 -0.089
N 0.64867 -0.74663 2.06918 -0.036
H 4.35188 1.40204 0.57657 0.095
H 4.80134 -0.20329 1.19914 0.120
H 4.24877 1.07632 2.28154 0.090
H 3.63345 0.70136 -1.12044 0.153
H 3.54254 1.32865 -3.30389 0.136
H 2.09372 1.10839 -4.20887 0.125
H 3.44254 -0.05579 3.78892 0.127
H 1.97115 -0.71629 5.67747 0.133
H -0.42048 -1.24393 5.20289 0.129
H -1.17961 -1.27793 2.83681 0.122
N -2.12094 -0.54893 -0.24971 0.026
C -3.25397 -0.36991 -0.26386 -0.042
C -4.67000 -0.12796 -0.29124 -0.212
C -5.40515 -0.50757 -1.41421 -0.016
C -6.77416 -0.31542 -1.40934 -0.043
C -7.39144 0.24744 -0.29816 -0.032
C -6.64932 0.62858 0.81357 -0.043
C -5.27918 0.44571 0.82392 -0.017
H -4.90674 -0.94084 -2.27223 0.125
H -7.35987 -0.60221 -2.27181 0.120
H -8.46322 0.39546 -0.30069 0.122
H -7.13912 1.07063 1.67013 0.120
H -4.68424 0.74909 1.67616 0.124
F 1.06478 5.63813 1.33894 0.149
C 0.69943 4.43525 0.89121 -0.225
C -0.68231 3.94320 0.95021 -0.170
F -1.56672 4.14329 -0.00984 0.175
C -0.91719 3.20189 2.16403 -0.021
F -0.43239 3.66328 3.31781 0.110
C -0.07521 2.37212 1.28505 -0.288
O -0.40806 1.27366 0.65478 -0.251
C 1.27534 2.98176 1.27966 -0.237
F 2.22290 2.59613 2.17705 0.100
C 1.49031 3.61185 0.00348 -0.020
F 1.15970 3.11642 -1.20459 0.052
C -1.63403 -5.58498 -3.49801 -0.046
C -2.47833 -5.60276 -2.39272 -0.057
C -2.19735 -4.80427 -1.29681 -0.092
C -1.07155 -3.97361 -1.30416 -0.338
C -0.24563 -3.93584 -2.43234 -0.110
C -0.52238 -4.75442 -3.51984 -0.056
Si -0.54126 -2.95721 0.10227 0.848
C 0.14751 -3.94314 1.48353 -0.344
C 1.53233 -3.86254 1.67690 -0.123
C 2.14301 -4.60891 2.67578 -0.061
C 1.37581 -5.41676 3.50633 -0.050
C -0.00192 -5.48554 3.33787 -0.056
C -0.61272 -4.75860 2.32696 -0.090
H -1.84506 -6.22325 -4.34636 0.119
H -3.34948 -6.24489 -2.38428 0.117
H -2.85854 -4.83923 -0.43665 0.104
H 0.61610 -3.27775 -2.46700 0.080
H 0.12744 -4.73808 -4.38560 0.116
H 0.94122 -1.84009 -0.70710 -0.021
H 2.14176 -3.23410 1.03433 0.088
H 3.21791 -4.56607 2.80326 0.114
H 1.85484 -6.00482 4.27884 0.118
H -0.59739 -6.11608 3.98497 0.117
H -1.68765 -4.83956 2.19897 0.106
```

# 3
C22H26N2O2S | ωB97M-V with the def2-TZVPD basis set

For the LUMO energy, the calculation gives 0.5 eV. As for the net charge: 0. As for the molar mass: 382.529 g mol⁻¹. The largest force on an atom comes out at 0.0178 Eh/bohr. The value obtained for the total energy is -41146.7044 eV.

```
53
Properties=species:S:1:pos:R:3:lowdin_charge:R:1
C -3.18623 5.13357 4.01665 -0.105
H -3.55305 6.07796 4.41357 0.091
O -1.91338 5.40014 3.48354 -0.176
C -1.19913 4.26953 3.04709 -0.173
C -1.63844 3.79079 1.64296 -0.281
N -1.40883 2.37177 1.46093 0.019
C -0.21947 1.71552 1.39522 -0.178
C -0.48064 0.35504 1.24533 -0.135
C -1.89584 0.21172 1.22816 -0.015
C -2.43687 1.45283 1.36041 -0.260
C -3.88030 1.81748 1.39713 -0.028
H -4.15831 2.27188 2.34940 0.075
H -4.14334 2.50450 0.59191 0.084
H -4.46663 0.91141 1.27137 0.083
H -2.44831 -0.69889 1.11500 0.091
C 0.50292 -0.70466 1.16228 -0.422
O 1.70750 -0.53701 1.20359 0.068
C -0.05737 -2.11272 1.02662 -0.363
H 0.75820 -2.83630 1.02983 0.071
H -0.79025 -2.32761 1.80232 0.083
S -0.90575 -2.31747 -0.57122 0.990
C 0.38411 -2.98890 -1.55944 -0.579
N 1.50541 -3.30634 -0.98232 0.096
C 2.49533 -3.82111 -1.73793 -0.211
C 3.71048 -4.14239 -1.10330 -0.008
C 4.74526 -4.67013 -1.82487 -0.081
C 4.60519 -4.89671 -3.20044 -0.086
C 3.43426 -4.59074 -3.84185 -0.033
C 2.34761 -4.04502 -3.13410 -0.115
C 1.10040 -3.70004 -3.73337 -0.205
C 0.12574 -3.16829 -2.93494 -0.047
H -0.83847 -2.88195 -3.32675 0.105
C 0.86368 -3.91051 -5.19574 -0.042
H 0.97937 -4.96290 -5.45187 0.089
H -0.14048 -3.59452 -5.46683 0.078
H 1.58015 -3.33780 -5.78334 0.089
H 3.34221 -4.76835 -4.90274 0.104
H 5.43183 -5.31480 -3.75635 0.101
H 5.67851 -4.91471 -1.33896 0.102
H 3.79256 -3.95097 -0.04502 0.114
C 1.11954 2.35407 1.45354 0.003
H 1.38381 2.78261 0.48613 0.092
H 1.85279 1.58409 1.67972 0.074
H 1.17056 3.13213 2.21010 0.070
C -1.02031 4.64538 0.53854 -0.017
H 0.06343 4.62531 0.57446 0.066
H -1.34810 5.67347 0.66965 0.087
H -1.34623 4.29160 -0.43709 0.090
H -2.72158 3.92928 1.58968 0.119
H -0.15492 4.58927 3.03391 0.120
H -1.30928 3.44245 3.76440 0.136
H -3.12902 4.39595 4.82644 0.093
H -3.89034 4.77113 3.25860 0.078
```

# 4
C4H7NO | ωB97M-V with the def2-TZVPD basis set

For the LUMO energy (spin up / spin down), the calculation gives -0.2 / -0.2 eV. As for the net charge: 0. As for the molar mass: 85.106 g mol⁻¹. The largest force on an atom comes out at 0.0284 Eh/bohr. The value obtained for the total energy is -7794.5694 eV.

```
13
Properties=species:S:1:pos:R:3:lowdin_charge:R:1
C 1.90131 0.02478 0.28564 -0.011
C 0.43501 0.32932 0.45675 -0.415
O 0.06043 1.33333 1.02492 0.060
C -0.64651 -0.57862 -0.22119 -0.437
C -1.90968 -0.01427 0.26401 0.116
N -1.07876 0.05147 -1.43649 0.069
H 2.47905 0.86656 0.67811 0.087
H 2.13545 -0.15109 -0.76590 0.083
H 2.13355 -0.88201 0.85194 0.088
H -0.39339 -1.64212 -0.23505 0.127
H -1.96420 0.30241 1.31788 0.098
H -2.83396 -0.03471 -0.27259 0.069
H -0.26612 0.45654 -1.93878 0.066
```

The lowest total energy belongs to which entry?
C33H26F5MoN5OSSi

The highest largest force on an atom belongs to which entry?
C33H26F5MoN5OSSi

Look up the total energy of the first one.
-44559.0028 eV